[1]
A structure of composition C74H168As3F18N3OP3 in a non-equilibrium geometry. Source: OMol25; level of theory: ωB97M-V/def2-TZVPD.

Atoms and positions in Å:
C 3.4476 -19.7509 -33.9178
C 3.1260 -18.7176 -32.7801
C 3.1086 -19.3746 -31.4099
C 4.3681 -19.9855 -30.8365
P 4.4004 -20.8498 -29.2073
C 5.7486 -22.0985 -28.9920
C 7.1128 -21.4553 -29.0713
C 8.2073 -22.5609 -29.3192
C 8.1327 -23.2309 -30.6263
C 2.8379 -21.8420 -29.1459
C 2.3116 -22.3174 -27.7442
C 1.2576 -23.3794 -27.8286
C 0.8718 -24.0086 -26.4562
C 4.2291 -19.6084 -27.8111
C 4.2780 -20.2148 -26.4275
C 4.8707 -19.1311 -25.4231
C 5.4751 -19.7236 -24.1372
H 2.5886 -20.4136 -33.8125
H 4.3970 -20.2716 -33.7927
H 3.4268 -19.2631 -34.8924
H 2.1398 -18.2552 -32.8221
H 3.8501 -17.9143 -32.9157
H 2.3999 -20.1825 -31.5917
H 2.6798 -18.6449 -30.7231
H 5.2060 -19.2899 -30.8817
H 4.6630 -20.7874 -31.5133
H 5.5962 -22.7376 -29.8617
H 5.6022 -22.6029 -28.0369
H 7.2635 -20.7940 -28.2181
H 7.1338 -20.8621 -29.9855
H 8.2657 -23.2250 -28.4569
H 9.2156 -22.1488 -29.2765
H 8.3941 -22.6371 -31.5021
H 7.1944 -23.7552 -30.8079
H 8.9012 -24.0004 -30.5526
H 2.9679 -22.5867 -29.9312
H 2.0333 -21.2405 -29.5689
H 1.7946 -21.4604 -27.3126
H 3.1140 -22.7832 -27.1722
H 1.7558 -24.1227 -28.4511
H 0.4260 -23.0373 -28.4446
H 0.4928 -23.2153 -25.8119
H 1.6872 -24.4992 -25.9247
H 0.1171 -24.7800 -26.6094
H 3.2872 -19.0611 -27.8485
H 5.0763 -18.9228 -27.8279
H 4.9298 -21.0783 -26.2950
H 3.2973 -20.5140 -26.0576
H 4.1200 -18.4388 -25.0419
H 5.5618 -18.4126 -25.8638
H 6.5400 -19.9135 -24.2716
H 4.9606 -20.6258 -23.8066
H 5.4490 -19.0187 -23.3062
C 5.1978 -24.7971 -20.6760
C 4.3445 -25.8208 -19.8655
C 3.3934 -26.6863 -20.8059
C 2.2548 -27.4142 -20.0269
P 1.0267 -28.3660 -21.0214
C 1.8962 -29.4684 -22.2323
C 1.2889 -29.4908 -23.6338
C 2.1700 -30.0934 -24.6996
C 1.7623 -29.3891 -26.0248
C -0.2745 -29.2259 -20.0423
C -0.9924 -28.2794 -19.0327
C -2.1396 -28.9108 -18.2239
C -2.9347 -29.9639 -18.8850
C 0.1229 -27.0229 -22.0059
C -1.2885 -27.4436 -22.6328
C -2.0909 -26.2666 -23.2044
C -2.8377 -25.3428 -22.1427
H 6.0138 -24.4277 -20.0550
H 4.6523 -23.9768 -21.1425
H 5.7511 -25.4206 -21.3783
H 3.7677 -25.1369 -19.2429
H 5.0585 -26.4017 -19.2817
H 3.9476 -27.4563 -21.3426
H 2.9048 -25.9767 -21.4736
H 1.6351 -26.6985 -19.4867
H 2.7431 -28.1148 -19.3496
H 1.8880 -30.4644 -21.7896
H 2.9384 -29.1602 -22.1488
H 1.1252 -28.4474 -23.9032
H 0.3239 -29.9936 -23.5694
H 2.0070 -31.1689 -24.7689
H 3.2529 -30.0159 -24.6033
H 1.9701 -28.3198 -25.9864
H 0.6904 -29.4444 -26.2147
H 2.3205 -29.8750 -26.8251
H 0.0973 -30.1593 -19.6195
H -1.0306 -29.5232 -20.7690
H -1.2944 -27.4216 -19.6336
H -0.3046 -27.9002 -18.2768
H -2.7784 -28.1860 -17.7193
H -1.5851 -29.4640 -17.4658
H -2.2764 -30.8326 -18.8852
H -3.1206 -29.7244 -19.9320
H -3.9138 -30.1807 -18.4580
H 0.8141 -26.7483 -22.8027
H 0.1548 -26.1546 -21.3478
H -1.8032 -27.9048 -21.7899
H -1.0884 -28.2154 -23.3761
H -2.8743 -26.5963 -23.8868
H -1.3828 -25.6842 -23.7939
H -3.5201 -24.6022 -22.5597
H -2.2050 -24.6686 -21.5655
H -3.4035 -25.9136 -21.4064
C 16.0907 -19.5642 -19.5418
C 15.7724 -20.8274 -18.6463
C 14.3033 -21.1268 -18.0155
C 13.3546 -21.2976 -19.1358
P 11.7169 -21.6794 -18.6557
C 10.9652 -20.3043 -17.6852
C 10.7049 -19.0061 -18.5316
C 10.0129 -17.8995 -17.6600
C 9.7286 -16.6228 -18.5236
C 10.6688 -21.7407 -20.1506
C 9.2353 -22.1094 -19.7526
C 8.3337 -22.3828 -20.9914
C 8.3529 -21.4862 -22.1727
C 11.5609 -23.2914 -17.6871
C 11.7482 -24.5934 -18.5408
C 12.2636 -25.7946 -17.7681
C 12.3306 -27.0480 -18.6247
H 15.6641 -18.6541 -19.1202
H 15.7739 -19.7661 -20.5651
H 17.1713 -19.4224 -19.5604
H 16.5062 -20.7131 -17.8484
H 15.9979 -21.6772 -19.2906
H 13.9657 -20.2977 -17.3936
H 14.3659 -22.0017 -17.3683
H 13.6474 -22.0156 -19.9019
H 13.3048 -20.3745 -19.7132
H 11.5291 -20.1793 -16.7608
H 9.9896 -20.7052 -17.4101
H 9.9622 -19.2067 -19.3038
H 11.6510 -18.6676 -18.9541
H 10.6079 -17.6226 -16.7897
H 9.0621 -18.3089 -17.3189
H 10.4548 -15.8254 -18.3661
H 8.7393 -16.1764 -18.4236
H 9.7699 -16.8547 -19.5879
H 11.1092 -22.4449 -20.8564
H 10.6444 -20.7132 -20.5136
H 8.6284 -21.3701 -19.2300
H 9.2659 -22.9867 -19.1064
H 7.3024 -22.4959 -20.6574
H 8.5528 -23.3738 -21.3889
H 9.3894 -21.2864 -22.4445
H 7.9330 -20.4899 -22.0338
H 7.8416 -21.9046 -23.0397
H 10.5934 -23.2231 -17.1897
H 12.2117 -23.2538 -16.8135
H 12.4866 -24.3581 -19.3073
H 10.7947 -24.8714 -18.9898
H 11.5211 -26.0287 -17.0052
H 13.2110 -25.7333 -17.2326
H 11.4705 -27.0102 -19.2931
H 12.2884 -27.9233 -17.9766
H 13.2512 -27.1631 -19.1969
C 6.4128 -14.6979 -17.3645
C 6.1666 -13.6649 -18.4695
N 6.1941 -12.1868 -18.0025
C 5.5642 -11.3223 -19.1453
C 5.4273 -11.9052 -16.6656
C 3.8955 -12.4701 -16.6972
C 7.7231 -11.7661 -17.9205
C 8.0203 -10.5277 -17.0775
O 7.2028 -9.4418 -17.4365
C 7.3744 -8.2537 -16.7123
H 5.6634 -14.7224 -16.5733
H 7.3995 -14.6400 -16.9049
H 6.4967 -15.7185 -17.7378
H 5.1806 -13.8439 -18.8981
H 6.9208 -13.7048 -19.2554
H 4.5366 -11.0419 -18.9139
H 5.6717 -11.7989 -20.1197
H 6.0524 -10.3636 -19.3205
H 5.4246 -10.8183 -16.5838
H 6.0649 -12.2965 -15.8728
H 3.3930 -12.2084 -15.7660
H 4.0149 -13.5354 -16.8947
H 3.2563 -12.0609 -17.4795
H 8.0406 -11.6949 -18.9608
H 8.2889 -12.6772 -17.7257
H 8.9605 -10.1957 -17.5179
H 8.1586 -10.6869 -16.0081
H 6.6989 -7.4249 -16.9243
H 8.4294 -8.0225 -16.8589
H 7.3193 -8.4959 -15.6510
C 12.2906 -24.6937 -13.6974
C 10.8892 -24.2153 -13.3217
C 10.8516 -22.6648 -13.2868
C 9.4137 -22.2904 -12.7502
N 9.1728 -20.7904 -12.5038
C 7.6847 -20.6579 -11.9761
C 7.1536 -19.3398 -12.4571
C 7.8034 -19.2335 -13.8028
C 9.2401 -19.8338 -13.7431
C 10.1025 -20.2076 -11.3649
H 12.4536 -24.3835 -14.7296
H 12.5032 -25.7624 -13.6695
H 12.9774 -24.1204 -13.0747
H 10.5691 -24.6926 -12.3955
H 10.1793 -24.6461 -14.0277
H 10.9807 -22.0863 -14.2016
H 11.5157 -22.2353 -12.5367
H 9.1918 -22.8201 -11.8238
H 8.7144 -22.6038 -13.5254
H 7.8007 -20.9197 -10.9244
H 7.0955 -21.4568 -12.4264
H 7.3678 -18.4587 -11.8523
H 6.0655 -19.3267 -12.5189
H 7.8833 -18.2382 -14.2400
H 7.2105 -19.6533 -14.6154
H 10.0312 -19.0854 -13.6955
H 9.3152 -20.3585 -14.6955
H 11.0327 -19.9525 -11.8726
H 10.1319 -20.9720 -10.5884
H 9.6411 -19.3001 -10.9755
C 12.1304 -14.0724 -13.0898
C 11.4283 -14.1980 -14.4498
C 12.4259 -14.2507 -15.6402
C 13.4972 -15.2955 -15.7098
N 14.2383 -15.3907 -17.0971
C 15.5176 -16.2926 -16.9314
C 16.3852 -15.7936 -18.1077
C 15.8892 -14.3867 -18.6014
C 14.7675 -14.0349 -17.6716
C 13.2658 -16.0134 -18.0778
H 11.3491 -13.5850 -12.5067
H 12.9271 -13.3304 -13.1432
H 12.4958 -14.9926 -12.6337
H 10.7340 -13.3742 -14.6155
H 10.7840 -15.0724 -14.5410
H 12.8568 -13.2498 -15.6656
H 11.8074 -14.3839 -16.5278
H 12.9883 -16.2452 -15.5452
H 14.1589 -15.3356 -14.8445
H 15.2211 -17.3395 -16.8657
H 16.0195 -15.9680 -16.0200
H 16.4108 -16.5298 -18.9111
H 17.4076 -15.8037 -17.7300
H 15.5326 -14.4144 -19.6311
H 16.7610 -13.7361 -18.5324
H 13.9887 -13.3952 -18.0868
H 15.1220 -13.5301 -16.7730
H 12.4773 -15.2902 -18.2860
H 12.8574 -16.9352 -17.6636
H 13.8773 -16.1901 -18.9627
As 14.0141 -19.2326 -14.3506
F 15.5702 -19.4863 -15.2638
F 14.7958 -19.7776 -12.8519
F 12.4723 -19.0275 -13.4293
F 13.3422 -18.7663 -15.9222
F 13.5388 -20.8925 -14.6614
F 14.3872 -17.5269 -14.0378
As 7.1086 -23.4064 -16.6650
F 6.2829 -22.1690 -15.7287
F 5.5868 -24.3339 -16.6740
F 7.9899 -24.6950 -17.5369
F 8.5920 -22.2804 -16.6878
F 7.6987 -24.1583 -15.1115
F 6.6083 -22.6089 -18.1580
As 13.1991 -17.8761 -22.2904
F 14.5760 -18.9295 -22.6955
F 12.9691 -17.4686 -24.0395
F 11.7679 -16.7837 -21.8325
F 13.2315 -18.3511 -20.5814
F 14.2422 -16.4796 -22.0291
F 11.9541 -19.2171 -22.3955

## Properties
Multiplicity   1
Orbital gap   9.64 eV
Net charge   +3
Maximum force   2.9 eV/Å

[2]
An isolated molecule of C5H12N2 in a non-equilibrium geometry. Source: OMol25; level of theory: ωB97M-V/def2-TZVPD.

Atoms and positions in Å:
C 2.0466 -1.6808 0.7192
C 1.5523 -0.9742 -0.5465
C 0.1084 -0.3899 -0.3974
C 0.0417 1.1418 -0.5017
N -0.6719 1.8401 0.5647
C -1.9240 1.7934 0.6053
N -2.7426 0.8887 -0.1444
H 1.4436 -2.5430 1.0050
H 3.1040 -1.8840 0.6086
H 1.8972 -0.9959 1.5551
H 2.2204 -0.1431 -0.7660
H 1.5686 -1.6897 -1.3701
H -0.3272 -0.9495 0.4330
H -0.4251 -0.7538 -1.2812
H -0.4753 1.4195 -1.4283
H 1.0339 1.5836 -0.5976
H -2.4674 2.4801 1.2539
H -2.3349 -0.0323 -0.0215
H -3.6482 0.8888 0.3101

## Properties
Energy relative to the best compared isomer or geometry (same formula, charge and spin)   114.7 kJ/mol
Multiplicity   1
SMILES string   CCCC/N=C\N
Orbital gap   10.04 eV
Maximum force   2.0 eV/Å

[3]
A cluster of 3 separate species, C2H11NO3 in total in a non-equilibrium geometry. Source: OMol25; level of theory: ωB97M-V/def2-TZVPD.

Atoms and positions in Å:
C -2.0549 -1.9164 1.2381
N -1.7548 -1.8681 -0.1792
C -0.7855 -0.9570 -0.6462
O 0.1965 -1.6205 -1.5049
H -1.0832 -1.9339 1.7312
H -2.5698 -2.8416 1.4799
H -2.5954 -1.0624 1.6591
H -2.5405 -1.7758 -0.8035
H -1.1550 -0.1567 -1.2974
H -0.2578 -0.4155 0.1458
H 0.2222 -1.0560 -2.2626
O 2.1012 0.2967 -1.9619
H 2.0750 -0.3046 -1.2074
H 2.7237 1.0070 -1.8162
O 1.4895 4.9338 2.8573
H 1.9434 4.6626 2.0335
H 2.0310 5.6722 3.0748

## Properties
Energy relative to the best compared isomer or geometry (same formula, charge and spin)   112.3 kJ/mol
Multiplicity   1
SMILES string   CNCO.O.O
Orbital gap   9.56 eV
Maximum force   1.6 eV/Å

no.,electronic energy (Eh),molecular weight (u),LUMO level (eV)
1,-12688.2537,1775.83,-4.492
2,-307.1856,100.16,0.996
3,-363.2316,97.11,0.514